No. 1
This record from OMol25 describes 2 unconnected molecules or ions with the total composition C11H11ClO. The level of theory is the ωB97M-V functional and the def2-TZVPD basis.

Calculated values
**Molecular weight**: 194.7 u
**Kohn-Sham gap**: 8.83 eV

Structure (ORCA input):
```
! wB97M-V def2-TZVPD RIJCOSX def2/J DEFGRID3
* xyz 0 1
H 3.947 2.538 -0.330
H -3.390 -0.677 -0.618
H 3.383 1.793 1.968
C -2.013 1.516 0.312
Cl -1.420 2.810 -0.655
H -2.899 -2.337 -0.496
H -2.568 -1.023 -1.890
H -0.644 -1.636 1.985
C 2.664 1.553 1.154
C 0.960 1.009 -0.946
C 2.191 1.715 -1.202
H -0.570 -2.079 -0.248
C -2.498 -1.372 -0.786
C 1.519 0.874 1.396
C 0.658 0.599 0.298
H 2.370 1.945 -2.187
C 3.036 1.971 -0.142
C -1.237 -1.337 -0.044
C -1.215 -0.999 1.390
H 0.285 0.694 -1.794
C -0.592 -0.077 0.411
H -2.131 -0.662 1.874
H 1.133 0.742 2.475
O -3.066 1.500 0.889
*
```

***

No. 2
This record from OMol25 describes a single C11H11F6NO molecule. The level of theory is the ωB97M-V functional and the def2-TZVPD basis.

Calculated values
**Molecular weight**: 287.2 u
**Kohn-Sham gap**: 9.70 eV
**SMILES string**: O[C@H](CNCc1ccccc1C(F)(F)F)C(F)(F)F

Structure (ORCA input):
```
! wB97M-V def2-TZVPD RIJCOSX def2/J DEFGRID3
* xyz 0 1
H 1.874 0.411 -1.759
C -0.826 1.007 1.031
F -1.219 -3.907 0.314
C 0.715 -0.950 -0.596
H -0.495 -2.324 -4.016
H 0.383 0.232 2.487
H 1.761 -1.120 1.259
N 0.069 0.011 1.551
C 1.171 -0.408 -1.792
F 1.419 2.421 2.422
H -1.320 -3.319 -1.925
F -0.544 3.074 3.004
F 0.696 4.332 1.777
C -0.247 2.414 0.725
C -0.186 -2.017 -0.661
H -1.645 1.127 1.745
H 1.125 -0.454 -3.927
H 1.877 0.470 0.496
O -1.236 3.289 0.255
C -0.756 -2.669 0.575
C -0.154 -1.941 -3.068
C 1.191 -0.366 0.709
C 0.321 3.070 1.987
H -1.248 0.627 0.092
F 0.119 -2.823 1.575
F -1.809 -1.992 1.071
C 0.750 -0.895 -3.016
C -0.620 -2.499 -1.891
H 0.587 2.346 0.007
H -1.751 2.852 -0.432
*
```

***

Total energy / Eh: -961.0533, -1154.9913
Energy above the lowest of the compared OMol25 structures with the same formula, charge and spin / kJ/mol: 32.0, 0.0